# C19H21N3O5S

A single C19H21N3O5S molecule in a non-equilibrium geometry (wB97M-V/def2-TZVPD, OMol25).

E_HOMO: -0.2911 Ha
LUMO level: 0.45 eV
gap between HOMO and LUMO: 8.4 eV
E_tot: -1675.24963 Eh
maximum force: 0.0837 hartree/bohr

```
49
C19H21N3O5S, DFT wB97M-V/def2-TZVPD
C -5.20854 0.60722 -1.20473
C -3.77886 0.97541 -1.52074
C -2.77402 0.57000 -0.68346
C -1.38937 1.02658 -0.91378
C -0.34450 0.68169 0.02025
C 0.68671 1.57904 0.29404
C 1.77397 1.19849 1.06829
N 2.94048 1.94700 1.21125
S 3.72312 2.75609 -0.09123
C 4.06947 4.40169 0.55975
O 5.01291 2.09653 -0.24157
O 2.88831 2.86241 -1.29568
C 1.77500 -0.08395 1.65619
O 2.73531 -0.64204 2.46103
C 2.25838 -1.87699 2.73376
O 2.69681 -2.61531 3.61608
N 1.08006 -2.13241 2.04744
C 0.17368 -3.20290 2.48489
C 0.74723 -4.56425 2.14886
C 0.71185 -4.94085 0.67927
C -0.17453 -5.66553 1.62777
C 0.74568 -0.96115 1.42084
C -0.31175 -0.60408 0.62151
C -1.07797 1.77337 -2.03653
N -2.08487 2.13042 -2.97270
C -1.73854 2.64027 -4.30213
C -3.42130 1.83086 -2.70504
O -4.32781 2.28712 -3.37812
H -5.80156 1.50569 -1.21367
H -5.23266 0.05898 -0.24295
H -5.64802 -0.10899 -1.96709
H -2.98237 -0.02203 0.20393
H 0.66397 2.58636 -0.09980
H 3.65542 1.40861 1.72290
H 3.22638 4.78361 1.10328
H 4.26599 5.10416 -0.23828
H 4.96434 4.39566 1.17337
H -0.81198 -3.06667 2.03325
H 0.01251 -3.10226 3.59977
H 1.59700 -4.89335 2.74777
H 1.62212 -5.41211 0.27521
H 0.27692 -4.22546 -0.03622
H 0.09719 -6.68747 1.88572
H -1.25960 -5.46698 1.57047
H -1.03568 -1.34454 0.46795
H -0.07467 2.09965 -2.31708
H -2.39698 3.45115 -4.58345
H -1.84583 1.83384 -5.04045
H -0.67942 3.02744 -4.35019
```

Here is what Mulliken gives for the atomic charges, in e: number 1, C, carries -1.309; number 2, C, carries 0.878; number 3, C, carries -0.667; number 4, C, carries 0.300; number 5, C, carries -0.147; number 6, C, carries -1.085; number 7, C, carries -0.424; number 8, N, carries -0.358; number 9, S, carries 1.146; number 10, C, carries -0.996; number 11, O, carries -0.670; number 12, O, carries -0.564; number 13, C, carries 1.441; number 14, O, carries -0.511; number 15, C, carries 0.144; number 16, O, carries -0.642; number 17, N, carries 0.376; number 18, C, carries -1.073; number 19, C, carries -0.126; number 20, C, carries -0.347; number 21, C, carries -0.642; number 22, C, carries 0.530; number 23, C, carries -1.157; number 24, C, carries -0.496; number 25, N, carries 0.120; number 26, C, carries -0.961; number 27, C, carries 0.166; number 28, O, carries -0.676; number 29, H, carries 0.306; number 30, H, carries 0.325; number 31, H, carries 0.271; number 32, H, carries 0.405; number 33, H, carries 0.771; number 34, H, carries 0.393; number 35, H, carries 0.326; number 36, H, carries 0.374; number 37, H, carries 0.354; number 38, H, carries 0.422; number 39, H, carries 0.280; number 40, H, carries 0.472; number 41, H, carries 0.240; number 42, H, carries 0.148; number 43, H, carries 0.265; number 44, H, carries 0.221; number 45, H, carries 0.710; number 46, H, carries 0.518; number 47, H, carries 0.326; number 48, H, carries 0.320; number 49, H, carries 0.307